The following is a quantum chemistry calculation of a structure of composition C33H31N6PdSbSe, from the Open Molecules 2025 dataset.

Values from the calculation:
HOMO level (alpha / beta): -13.401 / -13.827 eV
Spin multiplicity: 3
Net charge: +2
Calculated total energy: -4373.6563 Ha

Geometry (Å):
Pd -0.02678 -0.03551 -0.46979
Se -6.00947 2.58573 3.82384
N -5.66440 2.55806 2.08119
C -4.51568 1.95276 1.93691
C -3.88544 1.72671 0.63982
C -4.48118 2.13792 -0.55428
C -3.83921 1.88282 -1.74353
C -2.61393 1.22898 -1.71305
N -2.03132 0.84071 -0.58151
C -2.65365 1.07914 0.59250
C -1.99295 0.62200 1.82572
N -0.80202 0.00524 1.70006
C -0.19693 -0.43336 2.79765
C -0.72467 -0.28353 4.07382
C -1.93592 0.35505 4.21171
C -2.58989 0.81896 3.07011
C -3.87755 1.50223 3.13629
N -4.50752 1.74143 4.25559
H -5.43680 2.64508 -0.51740
H -4.26363 2.17626 -2.69337
H -2.08360 1.01408 -2.63121
H 0.75310 -0.93447 2.66978
H -0.18493 -0.66510 4.92881
H -2.39508 0.50482 5.18039
N 2.74642 -1.65840 -0.80701
N 1.73330 -1.41848 0.18651
H 3.29262 -2.47692 -0.55477
H 3.37696 -0.86452 -0.80357
H 2.14359 -1.23504 1.09844
H 1.20669 -2.28177 0.27306
C 0.28303 3.38019 -1.95535
C -0.21116 2.98216 -3.32170
C -0.92745 3.89709 -4.08656
C -1.40014 3.56711 -5.35062
C -1.16545 2.30625 -5.87806
C -0.45217 1.37602 -5.13555
C 0.02951 1.71645 -3.87358
Sb 1.18819 0.33413 -2.77579
C 3.07361 1.26203 -2.68578
C 3.60917 1.52633 -1.42442
C 4.82687 2.17378 -1.29783
C 5.50701 2.55751 -2.44548
C 4.95798 2.31827 -3.69519
C 3.72638 1.68199 -3.84837
C 3.13748 1.52914 -5.22590
C 1.02341 -1.46070 -3.84246
C -0.30868 -1.87074 -3.97958
C -0.62034 -3.06075 -4.61428
C 0.41090 -3.84799 -5.10333
C 1.73128 -3.44803 -4.94910
C 2.07621 -2.25875 -4.31197
C 3.52931 -1.89154 -4.18166
H -0.20126 4.29340 -1.61383
H 1.36122 3.55257 -1.95107
H 0.06723 2.60793 -1.20559
H -1.11697 4.88585 -3.68580
H -1.95521 4.29950 -5.92256
H -1.52983 2.04642 -6.86296
H -0.25988 0.39605 -5.55539
H 3.05969 1.25797 -0.52577
H 5.23820 2.38237 -0.31936
H 6.46484 3.05513 -2.36751
H 5.49128 2.63981 -4.58177
H 3.91965 1.53903 -5.98335
H 2.45507 2.35400 -5.44302
H 2.57074 0.60302 -5.34732
H -1.11769 -1.24983 -3.60370
H -1.65133 -3.36769 -4.72636
H 0.19030 -4.78094 -5.60569
H 2.52365 -4.07826 -5.33467
H 4.15815 -2.74032 -4.44299
H 3.77681 -1.58367 -3.16639
H 3.80058 -1.07214 -4.84740

Atomic partial charges in e from the Löwdin method, atoms 1 to 8: number 1, Pd, carries 0.72; number 2, Se, carries 1.22; number 3, N, carries -0.21; number 4, C, carries -0.34; number 5, C, carries -0.07; number 6, C, carries 0.05; number 7, C, carries 0.00; number 8, C, carries -0.10